[1]
{"formula": "C19H41AsN5SeSi3TcTe", "method": "the ωB97M-V functional and the def2-TZVPD basis", "mol_weight_g_mol": 803.312, "relative_energy_kj_mol": 0.00, "homo_lumo_gap_ha": [0.2329, 0.2430], "lumo_ev": [-3.982, -3.839], "s2": 0.7642, "multiplicity": 2, "homo_ev": [-10.3188, -10.4502], "total_charge": 1, "elements": ["Tc", "C", "Si", "C", "C", "Se", "H", "H", "H", "H", "H", "H", "H", "H", "H", "C", "C", "C", "C", "C", "C", "Te", "C", "C", "C", "H", "H", "H", "H", "H", "H", "H", "H", "H", "H", "H", "C", "Si", "C", "C", "As", "Si", "C", "C", "C", "H", "H", "H", "H", "H", "H", "H", "H", "H", "H", "H", "H", "H", "H", "H", "H", "H", "H", "N", "N", "N", "C", "N", "N", "H", "H", "H"], "coordinates": [[1.318531, 0.803919, -0.772799], [2.232824, -0.628991, 3.980938], [1.118877, 0.589017, 3.135482], [-0.492405, -0.169955, 2.614491], [0.931984, 2.100530, 4.206226], [2.314319, 1.382562, 1.258563], [1.796947, -0.902186, 4.944286], [3.220493, -0.206613, 4.164173], [2.338059, -1.541127, 3.386102], [-0.975553, -0.619902, 3.484681], [-0.318633, -0.954769, 1.876667], [-1.166937, 0.568280, 2.183299], [0.497748, 1.801068, 5.163097], [0.293162, 2.868660, 3.773403], [1.905944, 2.547595, 4.411137], [-0.106883, -5.181338, 3.670051], [0.343046, -4.324211, 2.521207], [-0.510992, -4.012675, 1.474084], [-0.103770, -3.223837, 0.402478], [-1.077332, -2.964752, -0.714579], [1.198923, -2.713284, 0.398310], [1.938216, -1.578502, -1.239328], [2.085496, -3.016529, 1.441621], [3.498390, -2.499256, 1.480815], [1.637494, -3.822118, 2.480302], [-1.147603, -5.479626, 3.557881], [-0.004320, -4.649270, 4.616456], [0.500252, -6.084569, 3.738599], [-1.523354, -4.398301, 1.483231], [-2.079980, -3.288581, -0.436079], [-0.786704, -3.507861, -1.615893], [-1.113521, -1.900330, -0.967594], [3.537724, -1.420955, 1.302775], [4.112872, -2.984865, 0.719955], [3.952003, -2.697752, 2.450777], [2.321196, -4.057127, 3.288138], [-1.482183, -1.088707, -3.510269], [-2.413416, 0.160783, -2.493412], [-2.981850, 1.565845, -3.584450], [-3.842776, -0.553740, -1.533630], [-0.952546, 1.147237, -0.877253], [-1.648003, 3.364393, -0.352598], [-0.657284, 3.923212, 1.113881], [-3.460137, 3.240259, 0.069846], [-1.341356, 4.460876, -1.830882], [-2.162305, -1.882365, -3.826962], [-0.654257, -1.545482, -2.969692], [-1.081057, -0.614601, -4.406963], [-3.686465, 1.166340, -4.319839], [-2.155133, 2.012677, -4.137410], [-3.499560, 2.345219, -3.030947], [-4.346034, -1.315303, -2.133399], [-4.572249, 0.222817, -1.300412], [-3.524873, -1.018202, -0.597687], [-0.691217, 3.174965, 1.905442], [-1.083152, 4.849277, 1.506489], [0.387145, 4.103538, 0.863714], [-3.629569, 2.505902, 0.858637], [-4.067531, 2.965708, -0.789881], [-3.817039, 4.206658, 0.432906], [-0.270190, 4.574030, -2.009279], [-1.735949, 5.460776, -1.631569], [-1.820414, 4.092585, -2.736971], [4.795106, 1.309549, -4.863770], [3.637573, 1.501989, -4.145723], [2.765733, 2.425647, -4.470338], [1.913076, 2.341407, -3.462712], [2.279893, 1.388215, -2.592468], [3.402934, 0.859977, -3.048865], [4.601641, 1.531929, -5.834889], [5.076907, 0.339640, -4.760213], [1.030023, 2.944601, -3.361385]], "forces_ev_per_a": [[0.296, -0.235, -0.342], [0.019, -0.193, -0.164], [0.021, 0.086, 0.006], [0.042, -0.030, 0.025], [-0.018, 0.021, -0.005], [0.050, 0.167, -0.005], [-0.035, -0.004, 0.046], [0.040, 0.014, -0.001], [-0.043, 0.287, 0.270], [-0.020, -0.007, 0.050], [-0.035, -0.023, 0.007], [-0.043, 0.028, -0.015], [-0.013, -0.007, 0.034], [0.008, -0.005, -0.009], [0.012, 0.000, 0.005], [0.000, -0.010, -0.015], [-0.007, -0.001, 0.001], [0.013, 0.028, -0.005], [-0.008, 0.005, -0.024], [0.040, 0.112, 0.090], [-0.021, -0.025, -0.078], [-0.126, -0.069, 0.034], [0.001, -0.005, -0.050], [0.061, -0.050, -0.116], [-0.033, 0.004, 0.008], [-0.007, -0.006, 0.005], [-0.001, 0.009, 0.016], [0.001, -0.017, 0.003], [-0.035, -0.014, 0.001], [0.015, -0.010, -0.007], [0.005, 0.016, -0.048], [0.007, -0.167, 0.137], [0.019, -0.040, 0.003], [0.010, 0.026, -0.018], [0.028, -0.037, -0.029], [0.025, -0.011, 0.032], [0.066, -0.016, -0.041], [0.002, 0.108, -0.025], [-0.037, -0.124, -0.074], [0.030, -0.062, 0.074], [-0.195, -0.023, -0.033], [-0.023, 0.021, -0.025], [-0.039, 0.005, 0.026], [0.058, 0.008, 0.058], [0.005, 0.075, 0.031], [-0.008, -0.016, -0.013], [-0.022, 0.025, -0.100], [0.022, 0.027, -0.025], [-0.008, -0.002, -0.008], [0.032, 0.020, 0.012], [-0.038, 0.089, 0.054], [-0.027, 0.003, -0.011], [-0.006, 0.020, 0.050], [-0.023, 0.013, -0.067], [-0.004, -0.007, 0.012], [-0.001, 0.035, 0.007], [0.043, -0.019, 0.003], [-0.014, -0.013, 0.012], [-0.063, -0.045, -0.074], [-0.007, 0.024, -0.005], [0.013, -0.024, -0.028], [-0.019, 0.004, 0.013], [0.016, -0.020, -0.030], [0.059, -0.096, -0.089], [0.042, -0.133, 0.107], [-0.086, 0.035, 0.102], [-0.072, -0.009, -0.037], [-0.054, 0.219, 0.329], [0.133, -0.064, -0.120], [-0.012, 0.026, 0.044], [0.005, 0.047, 0.024], [-0.039, 0.032, 0.004]]}

=====

[2]
{"formula": "C15H18O2S2", "method": "the ωB97M-V functional and the def2-TZVPD basis", "mol_weight_g_mol": 294.441, "homo_lumo_gap_ha": 0.1330, "lumo_ev": -2.373, "homo_ev": -5.9930, "total_charge": 0, "elements": ["C", "C", "C", "C", "O", "C", "C", "O", "H", "H", "H", "H", "H", "H", "H", "H", "H", "C", "C", "C", "C", "C", "S", "C", "C", "S", "C", "C", "H", "H", "H", "H", "H", "H", "H", "H", "H"], "coordinates": [[-0.415301, -1.349692, -2.110723], [-0.482051, 0.131990, -2.069810], [0.834246, 0.789006, -2.152007], [0.961769, 2.285605, -2.131495], [1.873536, 0.105430, -2.224743], [-1.737429, 0.864406, -2.034886], [-3.073554, 0.143945, -2.088448], [-1.814907, 2.107459, -1.939032], [-1.396393, -1.828153, -2.129151], [0.143729, -1.684894, -2.998607], [0.137822, -1.728940, -1.237653], [-0.021062, 2.763699, -2.123533], [1.521843, 2.575535, -1.233258], [1.543450, 2.610196, -3.003951], [-3.011494, -0.942694, -2.102608], [-3.668924, 0.457345, -1.221413], [-3.619616, 0.474478, -2.982104], [3.300423, -2.469424, 0.939072], [2.049867, -3.031569, 1.238454], [0.982151, -2.207568, 1.577962], [1.149635, -0.805869, 1.616768], [0.030545, 0.055037, 1.926637], [0.203458, 1.754456, 2.040209], [-1.432563, 2.115356, 2.794611], [-2.405660, 1.027157, 2.388878], [-1.508827, -0.576388, 2.330591], [2.413338, -0.253208, 1.325734], [3.476463, -1.078019, 0.980957], [4.137591, -3.115184, 0.674623], [1.902570, -4.115015, 1.210651], [0.006753, -2.632238, 1.825834], [-1.294557, 2.155500, 3.881487], [-1.729868, 3.100924, 2.426865], [-3.214705, 0.895638, 3.113154], [-2.823740, 1.203342, 1.390223], [2.537308, 0.831167, 1.359232], [4.444172, -0.628811, 0.741467]], "forces_ev_per_a": [[0.090, -0.528, -0.210], [-0.072, 1.209, 0.108], [-0.672, -0.871, 0.183], [-0.093, 0.513, -0.130], [-0.321, 0.158, 0.199], [1.199, 0.105, 0.179], [-0.232, -0.223, -0.037], [-0.575, -0.170, 0.140], [0.212, 0.022, 0.031], [-0.067, -0.058, 0.274], [0.022, -0.148, -0.093], [0.452, -0.032, -0.013], [0.015, -0.031, -0.090], [-0.012, -0.116, 0.200], [-0.110, 0.115, 0.002], [0.085, -0.032, -0.140], [0.171, -0.023, 0.194], [-0.301, 0.276, 0.105], [-0.027, 0.156, 0.104], [0.102, 0.003, -0.136], [-0.011, -0.076, -0.131], [-0.090, 0.258, 0.092], [-0.338, -0.178, -0.098], [0.408, -0.106, 0.121], [0.048, -0.325, -0.386], [0.009, 0.348, -0.032], [0.003, -0.069, -0.177], [-0.080, -0.055, 0.061], [-0.239, 0.181, 0.038], [0.109, 0.434, -0.012], [0.347, 0.004, -0.184], [0.006, -0.011, -0.240], [-0.026, -0.190, 0.035], [0.133, 0.109, -0.128], [0.133, -0.048, 0.202], [0.110, -0.362, -0.092], [-0.387, -0.236, 0.061]]}